Record 1
ORCA calculation (ωB97M-V/def2-TZVPD) on a molecular structure, C15H19F5N2O3SZn.

Each line ends with the natural charge from an NBO analysis.
CARTESIAN COORDINATES (ANGSTROEM)
Zn1 -0.483 0.605 -0.346  1.538
C1 4.165 -1.046 1.399  -0.431
N1 2.999 -1.393 0.583  -0.374
C2 3.022 -2.660 -0.132  -0.417
C3 1.940 -0.604 0.534  0.683
O1 0.938 -0.856 -0.179  -0.781
C4 1.970 0.643 1.382  -0.245
O2 0.672 1.237 1.374  -0.596
C5 -0.019 1.097 2.614  -0.220
C6 -1.813 -0.821 1.956  0.527
O3 -1.917 -0.175 0.892  -0.802
N2 -2.721 -1.746 2.268  -0.402
C7 -3.764 -2.050 1.293  -0.414
C8 -2.773 -2.466 3.531  -0.414
H1 4.870 -1.871 1.349  0.224
H2 3.884 -0.897 2.439  0.251
H3 4.658 -0.152 1.013  0.200
H4 3.854 -2.676 -0.837  0.204
H5 2.090 -2.785 -0.671  0.240
H6 3.143 -3.474 0.582  0.218
H7 2.689 1.367 0.991  0.222
H8 2.250 0.379 2.421  0.296
H9 -0.928 1.684 2.524  0.222
H10 0.595 1.445 3.442  0.257
H11 -3.362 -1.976 0.287  0.232
H12 -4.600 -1.357 1.386  0.210
H13 -4.118 -3.064 1.469  0.209
H14 -2.124 -2.001 4.267  0.238
H15 -2.467 -3.504 3.392  0.209
H16 -3.794 -2.446 3.909  0.210
F1 3.685 -1.682 8.214  -0.301
C9 3.233 -1.308 7.008  0.256
C10 2.789 -0.014 6.800  0.241
F2 2.812 0.862 7.820  -0.307
C11 2.329 0.327 5.541  0.261
F3 1.897 1.627 5.396  -0.364
C12 2.270 -0.523 4.468  -0.517
S1 -0.439 -0.611 3.061  0.261
C13 2.720 -1.788 4.739  0.304
F4 2.703 -2.740 3.741  -0.376
C14 3.203 -2.214 5.964  0.229
F5 3.635 -3.472 6.167  -0.310
C15 -0.981 1.704 -1.894  -1.322
H17 -2.019 2.034 -1.820  0.217
H18 -0.878 1.140 -2.822  0.217
H19 -0.355 2.594 -1.978  0.216

As for the HOMO-LUMO gap: 8.0 eV. The HOMO energy is -7.8111 eV. As for the energy above the lowest of the compared OMol25 structures with the same formula, charge and spin: 1.2 kcal per mole.

Record 2
ORCA calculation (ωB97M-V/def2-TZVPD) on a molecular structure, C15H19FeN4O2PSSe2Te2.

Each line ends with the natural charge from an NBO analysis.
CARTESIAN COORDINATES (ANGSTROEM)
Fe1 1.299 1.321 1.369  1.222
Se1 3.224 1.563 2.865  -0.376
Te1 1.604 1.402 4.658  0.598
Te2 0.694 4.026 4.793  0.274
Se2 1.088 4.727 2.556  -0.208
S1 3.431 1.929 -2.433  0.466
C1 4.374 0.802 -1.562  -0.389
C2 3.832 0.501 -0.345  -0.302
C3 2.608 1.196 -0.098  -0.272
C4 2.285 1.999 -1.157  -0.340
C5 1.013 2.712 -1.157  0.226
C6 0.499 3.490 -2.188  -0.239
C7 -0.771 4.017 -2.062  -0.122
C8 -1.516 3.760 -0.915  -0.273
C9 -0.936 3.008 0.083  0.067
N1 0.300 2.502 -0.030  -0.544
H1 5.286 0.420 -1.998  0.248
H2 4.295 -0.184 0.355  0.233
H3 1.096 3.670 -3.073  0.236
H4 -1.187 4.626 -2.855  0.234
H5 -2.520 4.142 -0.795  0.238
H6 -1.454 2.785 1.010  0.222
C10 -0.994 -3.899 -0.742  -0.049
N2 -0.679 -3.431 0.685  -0.388
C11 -1.970 -2.874 1.320  -0.050
N3 -2.579 -1.901 0.487  -0.439
C12 -2.813 -2.408 -0.861  -0.070
N4 -1.568 -2.844 -1.496  -0.438
C13 -0.638 -1.715 -1.735  -0.543
P1 -0.101 -0.815 -0.171  0.843
C14 0.412 -2.396 0.660  -0.547
C15 -1.834 -0.631 0.471  -0.539
H7 -1.692 -4.730 -0.650  0.218
H8 -0.059 -4.245 -1.179  0.221
H9 -0.374 -4.227 1.244  0.428
H10 -1.679 -2.440 2.274  0.237
H11 -2.624 -3.733 1.471  0.216
H12 -3.262 -1.621 -1.462  0.220
H13 -3.502 -3.252 -0.816  0.210
H14 -1.125 -1.009 -2.409  0.235
H15 0.247 -2.092 -2.254  0.230
H16 0.733 -2.191 1.678  0.274
H17 1.252 -2.809 0.100  0.235
H18 -2.352 0.063 -0.193  0.231
H19 -1.810 -0.191 1.466  0.263
O1 -0.008 1.147 2.721  -0.569
O2 0.476 -0.171 2.367  -0.632

As for the HOMO-LUMO gap (spin up / spin down): 6.9 / 6.2 eV. Its net charge is +1. The HOMO energy (spin up / spin down) is -9.8321 / -10.6420 eV. The spin multiplicity is 6. As for the energy above the lowest of the compared OMol25 structures with the same formula, charge and spin: 10.5 kcal per mole.

Record 3
ORCA calculation (ωB97M-V/def2-TZVPD) on a molecular structure, C15H19IrN3O2S4SbSi.

Each line ends with the natural charge from an NBO analysis.
CARTESIAN COORDINATES (ANGSTROEM)
Ir1 0.003 -0.809 -0.010  0.982
O1 0.294 2.717 -1.713  -0.622
C1 0.089 1.526 -1.591  0.691
N1 -0.800 0.888 -0.795  -0.707
C2 -1.644 1.561 0.161  -0.262
C3 -2.384 0.411 0.863  -0.010
C4 -3.277 0.895 1.958  -0.204
C5 -3.267 0.338 3.173  -0.229
C6 -2.339 -0.729 3.492  -0.351
C7 -1.419 -1.095 2.577  0.055
N2 -1.340 -0.544 1.324  -0.570
C8 0.870 0.429 -2.377  -0.125
C9 1.971 1.000 -3.202  -0.169
C10 3.187 0.449 -3.212  -0.244
C11 3.495 -0.676 -2.346  -0.327
C12 2.581 -1.092 -1.450  0.038
N3 1.319 -0.549 -1.361  -0.541
H1 -2.342 2.246 -0.329  0.243
H2 -1.052 2.106 0.907  0.191
H3 -3.955 1.699 1.699  0.213
H4 -3.950 0.693 3.938  0.192
H5 -2.360 -1.210 4.460  0.198
H6 -0.666 -1.851 2.762  0.222
H7 1.715 1.870 -3.791  0.229
H8 3.966 0.859 -3.843  0.193
H9 4.467 -1.149 -2.381  0.197
H10 2.765 -1.876 -0.726  0.222
S1 -3.697 -1.531 -3.777  -0.881
Sb1 -2.611 0.119 -2.645  1.407
S2 -0.336 -0.390 -3.519  -0.207
S3 -3.461 -0.454 -0.378  -0.223
S4 -3.114 2.293 -3.065  -0.859
C13 0.643 -4.255 -1.475  -1.156
Si1 0.343 -3.939 0.356  1.915
C14 -1.489 -4.226 0.685  -1.157
C15 1.297 -5.265 1.313  -1.133
O2 0.858 -2.491 0.849  -1.238
H11 0.316 -5.260 -1.762  0.213
H12 1.705 -4.161 -1.722  0.218
H13 0.098 -3.531 -2.085  0.260
H14 -1.800 -5.221 0.350  0.214
H15 -2.092 -3.484 0.154  0.261
H16 -1.718 -4.139 1.751  0.218
H17 0.984 -6.274 1.027  0.210
H18 1.137 -5.150 2.389  0.217
H19 2.370 -5.174 1.124  0.217

As for the HOMO-LUMO gap (spin up / spin down): 6.1 / 6.1 eV. Its net charge is -2. The HOMO energy (spin up / spin down) is -1.9649 / -1.9695 eV. As for the energy above the lowest of the compared OMol25 structures with the same formula, charge and spin: 97.3 kcal per mole.

Record 4
ORCA calculation (ωB97M-V/def2-TZVPD) on a molecular structure, C15H19MgNO2 in a non-equilibrium geometry.

Each line ends with the natural charge from an NBO analysis.
CARTESIAN COORDINATES (ANGSTROEM)
C1 -3.017 3.940 1.611  -0.609
C2 -1.934 2.860 1.538  -0.376
C3 -2.383 1.494 2.125  -0.398
C4 -1.379 0.436 1.674  -0.396
C5 -1.682 -0.986 2.153  -0.392
C6 -0.802 -2.003 1.370  -0.374
C7 0.731 -1.681 1.378  -0.455
C8 1.214 -1.213 0.034  0.095
C9 1.232 0.122 -0.323  -0.118
C10 1.630 0.572 -1.555  -0.127
C11 2.059 -0.322 -2.486  -0.190
C12 2.073 -1.682 -2.099  -0.136
C13 1.658 -2.138 -0.888  -0.157
C14 2.616 -2.423 -3.239  0.556
O1 3.018 -3.567 -3.350  -0.529
N1 2.741 -1.492 -4.378  -0.908
C15 2.536 -0.105 -3.881  0.626
O2 2.750 0.914 -4.475  -0.401
H1 -3.980 3.556 1.283  0.211
H2 -2.724 4.750 0.940  0.214
H3 -3.035 4.370 2.612  0.217
H4 -1.001 3.172 2.014  0.194
H5 -1.700 2.654 0.483  0.168
H6 -3.401 1.310 1.781  0.208
H7 -2.381 1.630 3.209  0.212
H8 -0.400 0.760 2.036  0.182
H9 -1.397 0.420 0.577  0.179
H10 -2.702 -1.234 1.860  0.224
H11 -1.496 -1.133 3.215  0.218
H12 -1.110 -2.021 0.320  0.190
H13 -0.991 -2.996 1.776  0.233
H14 1.031 -1.004 2.175  0.245
H15 1.245 -2.631 1.547  0.229
H16 0.925 0.890 0.371  0.264
H17 1.590 1.633 -1.773  0.264
H18 1.702 -3.198 -0.672  0.259
H19 2.000 -1.747 -5.041  0.484
Mg1 4.763 -1.907 -3.923  1.892

As for the HOMO-LUMO gap: 3.1 eV. Its net charge is +2. The HOMO energy is -14.7674 eV. As for the energy above the lowest of the compared OMol25 structures with the same formula, charge and spin: 0.0 kcal per mole.